Below is a cluster of 12 separate species, C35H103N14O12 in total at a distorted geometry, with properties calculated with ωB97M-V/def2-TZVPD.

Computed properties:
- charge = +1
- calculated total energy (Ha) = -3064.36574
- max |F| (eV/A) = 7.9
- HOMO (eV) = -10.481
- E_LUMO (eV) = -1.547

Bonds (Å) are listed after each position.
Positions of all 164 atoms, in Å:
1 O -0.4781 -0.3188 0.3487  H2 0.960, H3 0.960, H4 0.960
2 H 0.4768 -0.4115 0.3159  O1 0.960
3 H -0.8175 -0.4695 -0.5366  O1 0.960
4 H -0.7964 -0.9274 1.0195  O1 0.960
5 C 1.9005 3.2727 -3.2302  O6 1.208, N7 1.335, N8 1.258
6 O 2.2804 2.1500 -3.4634  C5 1.208
7 N 2.5024 4.4426 -3.4577  C5 1.335, H9 1.010, H10 1.010
8 N 0.7111 3.5150 -2.8991  C5 1.258, H11 1.010, H12 1.010
9 H 2.0535 5.2374 -3.0253  N7 1.010
10 H 3.3987 4.2658 -3.8882  N7 1.010
11 H 0.3891 4.4592 -2.7411  N8 1.010
12 H 0.1025 2.7535 -2.6350  N8 1.010
13 C -4.1878 -1.5912 4.9120  O14 1.204, N15 1.246, N16 1.302
14 O -3.6287 -1.8288 3.8729  C13 1.204
15 N -5.4136 -1.4415 5.0778  C13 1.246, H17 1.010, H18 1.010
16 N -3.4929 -1.2618 5.9626  C13 1.302, H19 1.010, H20 1.010
17 H -5.9102 -1.2519 5.9366  N15 1.010
18 H -5.8367 -1.8642 4.2639  N15 1.010
19 H -4.0498 -1.0563 6.7797  N16 1.010
20 H -2.4843 -1.2251 5.9245  N16 1.010
21 C 5.2900 -3.1799 -1.6693  O22 1.226, N23 1.314, N24 1.321
22 O 4.5304 -2.2399 -1.4639  C21 1.226
23 N 4.8466 -4.3206 -2.1485  C21 1.314, H25 1.010, H26 1.010
24 N 6.5955 -3.0246 -1.5372  C21 1.321, H27 1.010, H28 1.010
25 H 5.5481 -4.7946 -2.6992  N23 1.010
26 H 3.8463 -4.2749 -2.2806  N23 1.010
27 H 7.0103 -3.9085 -1.7954  N24 1.010
28 H 7.0731 -2.3819 -0.9216  N24 1.010
29 C -1.0700 -0.4165 -4.3078  C30 1.594, H35 1.090, H36 1.090, H37 1.090
30 C -1.3778 -0.2129 -2.7575  C29 1.594, C31 1.493, N34 1.480, H38 1.090
31 C -2.7377 0.3946 -2.6526  C30 1.493, O32 1.439, H39 1.090, H40 1.090
32 O -2.8825 1.0744 -1.3929  C31 1.439, C33 1.421
33 C -4.1284 1.6958 -1.1107  O32 1.421, H41 1.090, H42 1.090, H43 1.090
34 N -1.1439 -1.4859 -2.0398  C30 1.480, H44 1.010, H45 1.010
35 H -1.9052 -0.9283 -4.7859  C29 1.090
36 H -0.2353 -1.0887 -4.5065  C29 1.090
37 H -0.9455 0.5033 -4.8793  C29 1.090
38 H -0.6335 0.4698 -2.3476  C30 1.090
39 H -3.5438 -0.3161 -2.8348  C31 1.090
40 H -2.8314 1.2111 -3.3685  C31 1.090
41 H -4.2453 1.7784 -0.0301  C33 1.090
42 H -4.9942 1.0886 -1.3749  C33 1.090
43 H -4.0711 2.6552 -1.6248  C33 1.090
44 H -1.7439 -2.1511 -2.5064  N34 1.010
45 H -0.2677 -1.9098 -2.3095  N34 1.010
46 C -1.5979 -4.3511 2.7169  C47 1.481, H52 1.090, H53 1.090, H54 1.090
47 C -0.6626 -3.4955 1.9515  C46 1.481, C48 1.557, N51 1.477, H55 1.090
48 C -0.3065 -3.9955 0.5208  C47 1.557, O49 1.466, H56 1.090, H57 1.090
49 O 0.6302 -5.1229 0.5017  C48 1.466, C50 1.332
50 C 1.9183 -4.9167 0.7691  O49 1.332, H58 1.090, H59 1.090, H60 1.090
51 N -1.2897 -2.1581 1.9490  C47 1.477, H61 1.010, H62 1.010
52 H -1.0046 -5.2093 3.0325  C46 1.090
53 H -2.4727 -4.6323 2.1306  C46 1.090
54 H -2.0532 -3.8995 3.5983  C46 1.090
55 H 0.2890 -3.4417 2.4803  C47 1.090
56 H 0.1209 -3.1273 0.0191  C48 1.090
57 H -1.2066 -4.2973 -0.0146  C48 1.090
58 H 2.2995 -4.1280 0.1205  C50 1.090
59 H 2.5235 -5.7655 0.4505  C50 1.090
60 H 2.1551 -4.8182 1.8285  C50 1.090
61 H -2.2867 -2.3046 2.0171  N51 1.010
62 H -1.0682 -1.8951 2.8987  N51 1.010
63 C 3.8597 3.2030 3.2342  C64 1.561, H69 1.090, H70 1.090, H71 1.090
64 C 3.3551 4.6806 3.2409  C63 1.561, C65 1.571, N68 1.447, H72 1.090
65 C 1.9621 4.8789 3.9405  C64 1.571, O66 1.378, H73 1.090, H74 1.090
66 O 1.5077 6.1323 3.5906  C65 1.378, C67 1.430
67 C 0.2360 6.4739 4.1491  O66 1.430, H75 1.090, H76 1.090, H77 1.090
68 N 4.3437 5.6167 3.7306  C64 1.447, H78 1.010, H79 1.010
69 H 4.4774 3.0475 2.3497  C63 1.090
70 H 3.0601 2.4638 3.2821  C63 1.090
71 H 4.4408 2.9972 4.1331  C63 1.090
72 H 3.2710 4.9212 2.1811  C64 1.090
73 H 2.2287 4.7534 4.9899  C65 1.090
74 H 1.3156 4.0738 3.5912  C65 1.090
75 H 0.0203 7.5315 3.9977  C67 1.090
76 H 0.1658 6.4024 5.2345  C67 1.090
77 H -0.5801 5.9584 3.6428  C67 1.090
78 H 4.7404 5.1622 4.5407  N68 1.010
79 H 5.1336 5.6140 3.1012  N68 1.010
80 C -0.4708 7.8570 -0.5826  C81 1.502, H86 1.090, H87 1.090, H88 1.090
81 C 0.6593 6.9007 -0.8350  C80 1.502, C82 1.571, N85 1.489, H89 1.090
82 C 0.6705 5.7480 0.2324  C81 1.571, O83 1.468, H90 1.090, H91 1.090
83 O -0.6397 5.0989 0.1043  C82 1.468, C84 1.426
84 C -0.5935 3.8271 0.7478  O83 1.426, H92 1.090, H93 1.090, H94 1.090
85 N 0.3768 6.3747 -2.1990  C81 1.489, H95 1.010, H96 1.010
86 H -0.2694 8.3232 0.3819  C80 1.090
87 H -1.4664 7.4166 -0.6355  C80 1.090
88 H -0.3119 8.5911 -1.3725  C80 1.090
89 H 1.6091 7.4329 -0.8873  C81 1.090
90 H 0.9088 6.2556 1.1671  C82 1.090
91 H 1.5163 5.0970 0.0112  C82 1.090
92 H -0.7014 3.9383 1.8267  C84 1.090
93 H 0.3242 3.3012 0.4847  C84 1.090
94 H -1.4618 3.2802 0.3802  C84 1.090
95 H -0.4666 5.8406 -2.0452  N85 1.010
96 H 0.0508 7.2160 -2.6528  N85 1.010
97 C 2.3532 1.5712 0.1069  C98 1.522, H103 1.090, H104 1.090, H105 1.090
98 C 2.8219 0.1267 0.2097  C97 1.522, C99 1.610, N102 1.486, H106 1.090
99 C 2.7559 -0.3405 1.7485  C98 1.610, O100 1.434, H107 1.090, H108 1.090
100 O 1.4594 -0.1077 2.3161  C99 1.434, C101 1.425
101 C 1.3765 -0.3137 3.7233  O100 1.425, H109 1.090, H110 1.090, H111 1.090
102 N 2.0010 -0.6611 -0.7460  C98 1.486, H112 1.010, H113 1.010
103 H 2.4310 1.8022 -0.9555  C97 1.090
104 H 2.9194 2.3632 0.5970  C97 1.090
105 H 1.2981 1.5114 0.3741  C97 1.090
106 H 3.8683 0.1556 -0.0945  C98 1.090
107 H 3.5440 0.1616 2.3097  C99 1.090
108 H 3.0960 -1.3653 1.8971  C99 1.090
109 H 2.2859 0.1092 4.1502  C101 1.090
110 H 1.4552 -1.3829 3.9206  C101 1.090
111 H 0.4022 0.0593 4.0393  C101 1.090
112 H 2.3233 -1.6180 -0.7694  N102 1.010
113 H 2.4401 -0.4589 -1.6328  N102 1.010
114 C 1.4676 -5.1386 -2.6257  C115 1.501, H120 1.090, H121 1.090, H122 1.090
115 C 1.1174 -4.5096 -3.9428  C114 1.501, C116 1.573, N119 1.479, H123 1.090
116 C 2.1346 -3.4188 -4.4429  C115 1.573, O117 1.436, H124 1.090, H125 1.090
117 O 2.2180 -2.3853 -3.4496  C116 1.436, C118 1.445
118 C 3.1960 -1.4428 -3.9427  O117 1.445, H126 1.090, H127 1.090, H128 1.090
119 N 1.0675 -5.5138 -5.0276  C115 1.479, H129 1.010, H130 1.010
120 H 1.3839 -4.3636 -1.8639  C114 1.090
121 H 2.4205 -5.6581 -2.7265  C114 1.090
122 H 0.8516 -5.9676 -2.2771  C114 1.090
123 H 0.2184 -3.9427 -3.7008  C115 1.090
124 H 1.9325 -2.8760 -5.3662  C116 1.090
125 H 3.0827 -3.8914 -4.6996  C116 1.090
126 H 2.8573 -0.8642 -4.8021  C118 1.090
127 H 4.1236 -1.9445 -4.2182  C118 1.090
128 H 3.5794 -0.8166 -3.1370  C118 1.090
129 H 1.7514 -6.2564 -5.0587  N119 1.010
130 H 1.2237 -5.1450 -5.9548  N119 1.010
131 C -1.2456 2.4828 4.3280  C132 1.579, H137 1.090, H138 1.090, H139 1.090
132 C -2.5363 1.6865 3.8871  C131 1.579, C133 1.579, N136 1.440, H140 1.090
133 C -3.4864 2.6349 3.0556  C132 1.579, O134 1.399, H141 1.090, H142 1.090
134 O -3.9820 3.7065 3.8063  C133 1.399, C135 1.489
135 C -4.8412 4.6560 3.0465  O134 1.489, H143 1.090, H144 1.090, H145 1.090
136 N -2.1061 0.6600 2.9742  C132 1.440, H146 1.010, H147 1.010
137 H -0.6968 2.8674 3.4683  C131 1.090
138 H -0.6139 1.9529 5.0409  C131 1.090
139 H -1.2909 3.4279 4.8691  C131 1.090
140 H -2.9725 1.3372 4.8230  C132 1.090
141 H -4.3036 2.1338 2.5368  C133 1.090
142 H -2.9134 3.0476 2.2253  C133 1.090
143 H -4.2595 5.1163 2.2479  C135 1.090
144 H -5.2209 5.3812 3.7662  C135 1.090
145 H -5.6734 4.1640 2.5431  C135 1.090
146 H -1.5546 0.1444 3.6450  N136 1.010
147 H -2.9262 0.0824 2.8558  N136 1.010
148 C -1.9367 -7.4581 -3.5984  C149 1.557, H154 1.090, H155 1.090, H156 1.090
149 C -2.4928 -6.0067 -3.6951  C148 1.557, C150 1.583, N153 1.448, H157 1.090
150 C -2.3000 -5.1218 -2.3969  C149 1.583, O151 1.397, H158 1.090, H159 1.090
151 O -2.8916 -3.8597 -2.4843  C150 1.397, C152 1.372
152 C -4.2241 -3.6937 -2.7680  O151 1.372, H160 1.090, H161 1.090, H162 1.090
153 N -1.8169 -5.4257 -4.8362  C149 1.448, H163 1.010, H164 1.010
154 H -0.8642 -7.4603 -3.4041  C148 1.090
155 H -2.0795 -7.9856 -4.5415  C148 1.090
156 H -2.3382 -8.0215 -2.7561  C148 1.090
157 H -3.5311 -6.0788 -4.0186  C149 1.090
158 H -1.2143 -5.0298 -2.3649  C150 1.090
159 H -2.5496 -5.4237 -1.3797  C150 1.090
160 H -4.5447 -2.6723 -2.5626  C152 1.090
161 H -4.6772 -4.3587 -2.0328  C152 1.090
162 H -4.4656 -3.9505 -3.7994  C152 1.090
163 H -2.0578 -4.4463 -4.8901  N153 1.010
164 H -0.8121 -5.5021 -4.7685  N153 1.010

=====

Below is the molecule C15H20O4, with properties calculated with ωB97M-V/def2-TZVPD.

Computed properties:
- calculated total energy (Ha) = -884.54516
- max |F| (eV/A) = 0.6
- HOMO (eV) = -8.714
- E_LUMO (eV) = 0.653

Bonds (Å) are listed after each position.
Positions of all 39 atoms, in Å:
1 C -5.1917 -1.6553 -0.9588  C2 1.523, H37 1.087, H38 1.087, H39 1.088
2 C -4.1625 -0.9581 -0.0783  C1 1.523, C3 1.527, H35 1.093, H36 1.092
3 C -2.7467 -1.4472 -0.3745  C2 1.527, H4 1.092, C5 1.528, H34 1.091
4 H -2.6946 -2.5271 -0.2213  C3 1.092
5 C -1.7109 -0.7617 0.5154  C3 1.528, C6 1.510, H32 1.094, H33 1.090
6 C -1.5566 0.6982 0.1620  C5 1.510, O7 1.201, O8 1.342
7 O -1.5891 1.1600 -0.9462  C6 1.201
8 O -1.3418 1.4352 1.2630  C6 1.342, C9 1.422
9 C -1.1216 2.8242 1.0521  O8 1.422, H10 1.093, C11 1.533, H31 1.095
10 H -0.8524 3.2344 2.0290  C9 1.093
11 C -0.0177 3.1480 0.0393  C9 1.533, O12 1.209, C13 1.472
12 O -0.0857 4.1623 -0.6143  C11 1.209
13 C 1.0988 2.1941 -0.0683  C11 1.472, C14 1.392, C18 1.399
14 C 1.5006 1.3634 0.9745  C13 1.392, C15 1.382, H30 1.079
15 C 2.5453 0.4739 0.8104  C14 1.382, C16 1.394, H29 1.079
16 C 3.2112 0.3888 -0.4114  C15 1.394, C17 1.400, O21 1.353
17 C 2.8193 1.2356 -1.4555  C16 1.400, C18 1.373, H20 1.078
18 C 1.7890 2.1264 -1.2829  C13 1.399, C17 1.373, H19 1.079
19 H 1.4797 2.7782 -2.0849  C18 1.079
20 H 3.3496 1.1670 -2.3919  C17 1.078
21 O 4.2446 -0.4384 -0.6924  C16 1.353, C22 1.415
22 C 4.6707 -1.3996 0.2543  O21 1.415, C23 1.526, H27 1.097, H28 1.093
23 C 3.7362 -2.6034 0.3284  C22 1.526, H24 1.087, H25 1.086, H26 1.087
24 H 3.6414 -3.0561 -0.6553  C23 1.087
25 H 4.1408 -3.3388 1.0183  C23 1.086
26 H 2.7458 -2.3088 0.6671  C23 1.087
27 H 4.7991 -0.9408 1.2422  C22 1.097
28 H 5.6530 -1.7154 -0.1075  C22 1.093
29 H 2.8344 -0.1431 1.6469  C15 1.079
30 H 1.0122 1.4162 1.9357  C14 1.079
31 H -2.0419 3.3032 0.7004  C9 1.095
32 H -0.7301 -1.2215 0.3655  C5 1.094
33 H -1.9721 -0.8449 1.5707  C5 1.090
34 H -2.5027 -1.2362 -1.4170  C3 1.091
35 H -4.3982 -1.1421 0.9731  C2 1.093
36 H -4.2102 0.1192 -0.2487  C2 1.092
37 H -4.9845 -1.4625 -2.0086  C1 1.087
38 H -6.1931 -1.2962 -0.7346  C1 1.087
39 H -5.1678 -2.7309 -0.7961  C1 1.088

=====

Below is the molecule C3H3ClOS at a distorted geometry, with properties calculated with ωB97M-V/def2-TZVPD.

Computed properties:
- calculated total energy (Ha) = -1049.51422
- max |F| (eV/A) = 4.4
- HOMO (spin up / spin down) (eV) = -10.393 / -10.392
- E_LUMO (spin up / spin down) (eV) = -2.021 / -2.021

Bonds (Å) are listed after each position.
Positions of all 9 atoms, in Å:
1 C -0.1635 0.0079 -0.8579  C2 1.257, C3 1.501, S5 2.188
2 C -0.6528 -0.1661 -2.0022  C1 1.257
3 C -0.9590 0.6952 0.2134  C1 1.501, H7 1.182, H8 1.127, H9 1.069
4 O 1.2558 -0.6316 1.5467  S5 1.439
5 S 1.7112 -0.1991 0.2520  C1 2.188, O4 1.439, Cl6 2.164
6 Cl 2.2424 -2.0199 -0.7901  S5 2.164
7 H -1.8757 0.0187 0.5267  C3 1.182
8 H -0.2804 0.6009 1.1086  C3 1.127
9 H -1.2780 1.6940 0.0028  C3 1.069